61
Properties=species:S:1:pos:R:3:nbo_charge:R:1 method="wB97M-V/def2-TZVPD" homo_lumo_gap_ev=9.0 lumo_ev=0.65 smiles="COCCN(C[C@@H]1CCCN(C2Cc3ccccc3C2)C1)C(=O)CCSC" total_energy_ev=-41276.71330 total_charge=0 multiplicity=1
C 5.66 0.75 2.25 -0.25
O 4.45 1.42 2.01 -0.53
C 3.32 0.59 2.02 -0.07
C 3.21 -0.32 0.78 -0.25
N 1.90 -0.94 0.69 -0.45
C 0.85 -0.16 0.06 -0.23
C 0.45 -0.66 -1.34 -0.22
C 1.62 -0.68 -2.33 -0.41
C 2.04 0.74 -2.72 -0.40
C 0.83 1.54 -3.19 -0.21
N -0.16 1.56 -2.13 -0.46
C -1.17 2.60 -2.26 -0.01
C -2.28 2.32 -3.31 -0.47
C -3.43 1.81 -2.49 0.06
C -4.57 1.16 -2.91 -0.23
C -5.51 0.77 -1.97 -0.21
C -5.31 1.04 -0.62 -0.21
C -4.16 1.70 -0.20 -0.20
C -3.22 2.08 -1.14 -0.05
C -1.92 2.80 -0.93 -0.43
C -0.67 0.23 -1.89 -0.22
C 1.75 -2.15 1.28 0.70
O 2.69 -2.70 1.83 -0.66
C 0.39 -2.82 1.19 -0.53
C 0.14 -3.68 2.43 -0.52
S -0.60 -2.74 3.80 0.17
C 0.81 -1.72 4.30 -0.74
H 6.42 1.53 2.38 0.19
H 5.60 0.15 3.16 0.17
H 5.95 0.11 1.42 0.17
H 2.46 1.28 2.04 0.18
H 3.30 -0.02 2.93 0.17
H 3.41 0.26 -0.11 0.20
H 3.95 -1.13 0.86 0.24
H 1.20 0.87 -0.03 0.23
H -0.04 -0.15 0.69 0.20
H 0.07 -1.68 -1.25 0.21
H 1.31 -1.21 -3.23 0.21
H 2.47 -1.22 -1.90 0.22
H 2.78 0.70 -3.52 0.21
H 2.49 1.25 -1.87 0.20
H 0.44 1.10 -4.12 0.16
H 1.14 2.57 -3.41 0.20
H -0.62 3.51 -2.52 0.20
H -2.56 3.25 -3.81 0.22
H -1.96 1.61 -4.07 0.21
H -4.72 0.95 -3.96 0.21
H -6.40 0.26 -2.28 0.21
H -6.05 0.74 0.10 0.21
H -4.00 1.91 0.85 0.21
H -2.10 3.86 -0.75 0.22
H -1.35 2.41 -0.09 0.22
H -1.05 -0.24 -2.82 0.17
H -1.49 0.27 -1.18 0.21
H 0.41 -3.47 0.32 0.24
H -0.43 -2.11 1.08 0.22
H 1.07 -4.13 2.78 0.24
H -0.59 -4.47 2.22 0.23
H 1.70 -2.34 4.34 0.23
H 0.95 -0.91 3.59 0.20
H 0.58 -1.32 5.28 0.23


66
Properties=species:S:1:pos:R:3:nbo_charge:R:1 method="wB97M-V/def2-TZVPD" homo_lumo_gap_ev="5.3 / 6.2" lumo_ev="-0.31 / -0.49" total_energy_ev=-65773.94265 total_charge=0 multiplicity=3 e_above_lowest_ev=1.011
W -0.15 -0.67 -0.67 1.28
P 2.35 -0.65 -0.85 1.03
P -2.81 -0.25 -0.65 0.99
N -0.21 0.35 -2.28 -0.75
H 0.84 -2.17 0.57 0.14
C 2.89 -2.07 -1.85 -0.95
H 3.98 -2.12 -1.83 0.23
H 2.53 -1.95 -2.88 0.26
H 2.47 -2.99 -1.43 0.24
C 3.28 -0.72 0.69 -0.97
H 4.31 -1.04 0.48 0.23
H 2.81 -1.43 1.38 0.24
H 3.30 0.27 1.17 0.29
C 2.95 0.85 -1.67 -0.95
H 4.05 0.80 -1.76 0.23
H 2.66 1.71 -1.05 0.28
H 2.50 0.95 -2.67 0.26
C -3.68 -1.68 -1.39 -0.94
H -4.76 -1.57 -1.24 0.22
H -3.33 -2.61 -0.93 0.27
H -3.44 -1.71 -2.46 0.25
C -3.38 -0.20 1.07 -0.95
H -4.48 -0.23 1.10 0.23
H -3.02 0.73 1.54 0.24
H -2.97 -1.06 1.62 0.25
C -3.49 1.22 -1.48 -0.94
H -4.57 1.29 -1.31 0.23
H -3.27 1.16 -2.56 0.26
H -2.99 2.11 -1.08 0.25
C -0.21 1.20 -3.31 0.12
C -0.20 1.63 -5.73 -0.19
C -0.23 0.74 -4.67 -0.28
C -0.20 2.62 -3.10 -0.24
C -0.18 3.50 -4.18 -0.22
C -0.18 3.01 -5.50 -0.29
H -0.21 1.25 -6.76 0.21
H -0.27 -0.34 -4.82 0.21
H -0.21 2.98 -2.07 0.20
H -0.17 4.58 -4.00 0.21
H -0.15 3.71 -6.34 0.21
C -0.09 -2.92 0.76 0.11
O -0.99 -2.44 -0.21 -0.81
C 0.19 -4.40 0.41 -0.63
H 0.35 -4.96 1.34 0.20
H 1.10 -4.46 -0.20 0.21
H -0.65 -4.86 -0.13 0.23
C -0.68 -2.80 2.18 -0.65
H -1.75 -3.06 2.18 0.22
H -0.56 -1.77 2.56 0.21
H -0.15 -3.49 2.84 0.21
O 2.29 4.10 2.69 -0.91
S 2.36 2.66 2.71 2.29
O 3.65 2.05 2.92 -0.93
N 1.63 1.99 1.37 -0.79
C 0.55 1.31 1.73 0.62
O -0.10 0.53 0.92 -0.74
C 0.18 1.36 3.14 -0.08
C -0.82 0.64 3.81 -0.19
C -0.75 0.55 5.20 -0.19
C 0.30 1.18 5.90 -0.18
C 1.29 1.90 5.22 -0.18
C 1.20 1.98 3.84 -0.31
H -1.63 0.20 3.24 0.23
H -1.51 0.00 5.75 0.22
H 0.35 1.09 6.98 0.22
H 2.11 2.40 5.73 0.24


68
Properties=species:S:1:pos:R:3:nbo_charge:R:1 method="wB97M-V/def2-TZVPD" homo_lumo_gap_ev=8.3 lumo_ev=-2.02 total_energy_ev=-45145.41112 total_charge=+1 multiplicity=1
O -2.58 -3.91 -1.33 -0.69
O -2.32 1.46 1.92 -0.67
O -0.44 1.22 4.58 -0.57
O 1.11 -5.87 -3.67 -0.62
O -3.90 0.03 2.68 -0.66
O 3.80 5.93 3.71 -0.50
O 4.18 2.97 3.92 -0.52
C -2.40 -4.28 -2.48 0.69
C -3.06 1.08 2.82 0.84
C -0.62 2.42 4.42 0.58
C 0.42 -5.42 -4.58 0.66
C -1.53 -0.75 -0.71 0.67
C 1.49 5.54 3.89 -0.25
C 0.38 4.72 4.09 -0.17
C 1.85 2.81 4.21 -0.20
C 2.78 5.02 3.86 0.25
C 2.96 3.62 4.00 0.30
C 0.54 3.33 4.24 -0.19
N -1.18 0.49 -0.49 -0.77
N 0.56 -5.88 -5.82 -0.60
N -1.37 -1.35 -1.87 -0.59
N -1.16 -4.49 -2.92 -0.61
N -2.06 -1.41 0.28 -0.78
C -3.57 -4.40 -3.44 -0.72
C -0.19 -5.49 -7.02 -0.42
C 4.99 5.65 4.46 -0.07
C 5.15 3.55 3.04 -0.07
C -3.12 1.82 4.16 -0.51
C -2.07 2.94 4.34 -0.50
C -0.76 -0.79 -3.09 -0.22
C 5.91 4.69 3.71 -0.45
C -0.88 -1.71 -4.32 -0.41
C 0.07 -2.93 -4.35 -0.41
C -0.61 -4.31 -4.27 -0.13
H -3.93 -0.20 1.74 0.49
H 1.36 6.61 3.78 0.24
H -0.60 5.19 4.12 0.22
H 2.01 1.74 4.32 0.25
H -1.39 0.93 0.40 0.46
H -0.75 1.02 -1.23 0.41
H 1.26 -6.60 -5.92 0.42
H -1.68 -2.31 -1.90 0.44
H -0.47 -4.65 -2.19 0.43
H -2.34 -2.37 0.13 0.45
H -1.98 -1.04 1.22 0.42
H -4.50 -4.35 -2.88 0.26
H -3.54 -3.60 -4.17 0.23
H -3.52 -5.36 -3.95 0.24
H 0.23 -5.99 -7.89 0.23
H -1.24 -5.79 -6.93 0.20
H -0.13 -4.41 -7.18 0.20
H 5.52 6.59 4.65 0.21
H 4.73 5.22 5.43 0.18
H 4.67 3.92 2.13 0.18
H 5.86 2.78 2.74 0.20
H -3.02 1.09 4.96 0.26
H -4.12 2.26 4.25 0.25
H -2.16 3.64 3.51 0.23
H -2.28 3.49 5.27 0.25
H -1.26 0.15 -3.33 0.21
H 0.30 -0.57 -2.91 0.21
H 6.47 5.25 2.95 0.22
H 6.64 4.28 4.42 0.22
H -1.92 -2.03 -4.43 0.21
H -0.65 -1.10 -5.20 0.24
H 0.81 -2.84 -3.54 0.22
H 0.63 -2.88 -5.29 0.22
H -1.40 -4.37 -5.02 0.22